{
  "formula": "C30H30AsN7O9S4Ti",
  "method": "ωB97M-V/def2-TZVPD",
  "mol_weight_g_mol": 883.67,
  "max_force_ha_per_bohr": 0.0174,
  "energy_ev": -187756.5648,
  "lumo_energy_ev": 3.771,
  "charge": -2,
  "gap_ev": 5.886,
  "species": ["Ti", "N", "C", "C", "C", "C", "C", "C", "S", "O", "O", "N", "C", "N", "C", "C", "C", "N", "H", "H", "H", "H", "H", "H", "H", "H", "H", "O", "As", "O", "O", "C", "C", "C", "C", "C", "C", "S", "O", "O", "O", "H", "H", "H", "H", "H", "S", "C", "C", "N", "C", "H", "H", "H", "O", "H", "H", "S", "C", "C", "C", "C", "C", "C", "H", "H", "H", "H", "H", "N", "C", "C", "C", "N", "C", "C", "H", "H", "H", "H", "H", "H"],
  "xyz": [[-1.33462, 0.00139, -0.42176], [7.48057, -2.20362, 2.05918], [6.47461, -1.70530, 1.20306], [6.43845, -2.08155, -0.13727], [5.46210, -1.57717, -0.98113], [4.52446, -0.67854, -0.50245], [4.55987, -0.29267, 0.82742], [5.52659, -0.80360, 1.67775], [3.27081, -0.01898, -1.58903], [3.50720, -0.62013, -2.88239], [3.43004, 1.42456, -1.51475], [1.85922, -0.33994, -0.94810], [1.49119, -1.59396, -0.63238], [0.23741, -1.70913, -0.10943], [-0.13073, -2.89708, 0.35057], [0.68175, -4.01288, 0.26337], [1.91202, -3.81609, -0.33687], [2.32904, -2.64113, -0.76972], [7.79923, -3.12263, 1.79079], [7.19864, -2.20491, 3.02817], [7.17007, -2.78894, -0.51469], [5.39727, -1.88916, -2.01482], [3.80995, 0.38733, 1.21118], [5.53583, -0.51093, 2.72220], [-1.10145, -2.95895, 0.81488], [0.35568, -4.97172, 0.63624], [2.60663, -4.64331, -0.46921], [-2.78419, 1.05225, -0.94125], [-2.67988, 1.67770, 2.05992], [-2.51337, 1.43976, 3.67588], [-1.27056, 0.53194, 1.22190], [-4.40530, 0.69027, 1.55337], [-5.45215, 1.60064, 1.68851], [-6.75035, 1.31384, 1.28457], [-7.03538, 0.09275, 0.69658], [-6.01947, -0.84287, 0.55658], [-4.73905, -0.54512, 0.99458], [-3.52973, -1.83617, 0.88504], [-2.68229, -1.46873, -0.32164], [-4.19906, -3.08602, 0.62293], [-2.75414, -1.76667, 2.10137], [-2.67605, 1.96131, -1.23274], [-5.24609, 2.58021, 2.11538], [-7.53456, 2.05147, 1.41729], [-8.03785, -0.13548, 0.35479], [-6.20860, -1.81562, 0.12210], [0.67944, 4.10249, -1.31177], [0.89737, 3.10394, -2.68736], [0.40039, 1.87014, -2.45051], [-0.16035, 1.72037, -1.20146], [-0.07925, 2.81597, -0.49826], [1.41938, 3.44157, -3.56552], [0.40203, 1.00924, -3.10391], [-0.45806, 2.88678, 0.51116], [0.35364, -1.24761, 3.01273], [0.64332, -0.56182, 2.38938], [-0.61060, -1.20426, 2.92770], [-0.95023, -1.15680, -2.86437], [-2.48248, -1.19703, -3.71794], [-3.34030, -0.09821, -3.84591], [-4.52500, -0.18430, -4.56037], [-4.89817, -1.36813, -5.18497], [-4.05773, -2.46958, -5.07136], [-2.87778, -2.38546, -4.35056], [-3.07491, 0.82589, -3.35366], [-5.16845, 0.68717, -4.62237], [-5.82895, -1.43493, -5.73626], [-4.32841, -3.41004, -5.54022], [-2.23558, -3.25269, -4.25646], [3.16446, 5.01009, 3.70089], [2.63324, 3.83071, 3.16729], [1.76950, 3.03148, 3.91108], [1.29502, 1.85547, 3.35392], [1.62062, 1.43660, 2.12997], [2.44225, 2.20747, 1.41989], [2.97568, 3.39810, 1.89008], [2.58623, 5.43410, 4.40939], [3.44995, 5.68132, 3.00525], [1.45428, 3.32486, 4.90558], [0.59548, 1.22951, 3.89811], [2.68154, 1.86342, 0.41714], [3.63863, 3.97771, 1.25771]]
}



{
  "formula": "C5H13NO",
  "method": "ωB97M-V/def2-TZVPD",
  "multiplicity": 2,
  "mol_weight_g_mol": 103.16,
  "max_force_ha_per_bohr": 0.0358,
  "s2": 0.755,
  "energy_ev": -8924.8633,
  "lumo_energy_ev": [-3.147, -7.428],
  "charge": 1,
  "gap_ev": [11.558, 7.699],
  "species": ["C", "N", "C", "C", "C", "O", "C", "H", "H", "H", "H", "H", "H", "H", "H", "H", "H", "H", "H", "H"],
  "xyz": [[-1.90480, 0.26689, 0.14837], [-0.86310, -0.42941, -0.53136], [0.45245, -0.05076, -0.81803], [1.41478, -0.34111, 0.41375], [2.87357, -0.36576, -0.05752], [1.19159, 0.61913, 1.38451], [-3.20969, 0.16292, -0.68113], [-2.08049, -0.15339, 1.14123], [-1.63932, 1.31954, 0.25359], [-0.99441, -1.44120, -0.42235], [0.50064, 0.98064, -1.18086], [0.79141, -0.65496, -1.66690], [1.10807, -1.33654, 0.73786], [2.93651, -0.19621, -1.10608], [3.24610, -1.36353, 0.15395], [3.42007, 0.43398, 0.43778], [0.75177, 0.21926, 2.14994], [-3.07747, 0.66654, -1.62882], [-3.44526, -0.88828, -0.82778], [-4.03634, 0.66754, -0.18078]]
}



{
  "formula": "C4H8O2",
  "method": "ωB97M-V/def2-TZVPD",
  "mol_weight_g_mol": 88.11,
  "max_force_ha_per_bohr": 0.0959,
  "energy_ev": -8369.5956,
  "lumo_energy_ev": 0.753,
  "gap_ev": 9.479,
  "species": ["C", "C", "O", "H", "H", "H", "H", "C", "C", "O", "H", "H", "H", "H"],
  "xyz": [[-0.53171, 0.10996, -2.89342], [-0.78546, 0.22334, -1.51575], [-1.77687, -0.53227, -0.91622], [0.55154, 0.33891, -3.06759], [-1.22395, -0.16049, -3.66048], [-0.13736, 0.81342, -0.79913], [-2.55436, -0.50750, -1.50414], [-0.10222, 0.25282, 2.17186], [1.20120, -0.12387, 2.15935], [2.12718, -0.16081, 1.11658], [-0.75647, -0.02160, 3.07530], [-0.68509, 0.39340, 1.19858], [1.64871, -0.44225, 3.08754], [3.02486, -0.18307, 1.54751]]
}



{
  "formula": "C47H54AsCoN6O5S2",
  "method": "ωB97M-V/def2-TZVPD",
  "multiplicity": 5,
  "mol_weight_g_mol": 980.97,
  "max_force_ha_per_bohr": 0.0190,
  "s2": 6.032,
  "energy_ev": -188931.4412,
  "lumo_energy_ev": [0.424, -2.110],
  "gap_ev": [8.139, 5.486],
  "species": ["Co", "O", "C", "C", "C", "C", "O", "N", "H", "H", "H", "H", "N", "C", "C", "C", "N", "H", "H", "H", "H", "O", "C", "O", "C", "C", "C", "C", "C", "C", "H", "H", "H", "H", "H", "C", "C", "C", "C", "C", "C", "As", "N", "C", "C", "C", "C", "C", "C", "C", "C", "C", "C", "C", "C", "C", "C", "C", "C", "C", "C", "H", "H", "H", "H", "H", "H", "H", "H", "H", "H", "H", "H", "H", "H", "H", "H", "H", "H", "H", "H", "H", "H", "H", "H", "H", "H", "H", "C", "S", "O", "C", "C", "C", "C", "C", "C", "H", "H", "H", "H", "H", "H", "H", "H", "C", "N", "C", "N", "S", "H", "H", "H", "H", "H", "H"],
  "xyz": [[0.08616, -0.08046, 0.79739], [-2.61878, 0.69963, 2.77850], [-1.93450, 1.63428, 2.42372], [-2.26087, 3.08036, 2.78303], [-1.26434, 3.89410, 1.97554], [-0.31339, 2.85215, 1.42654], [0.73370, 3.13830, 0.86655], [-0.76615, 1.57538, 1.66637], [-2.13891, 3.19557, 3.86096], [-3.30532, 3.27776, 2.54600], [-0.71299, 4.64067, 2.54216], [-1.72661, 4.38760, 1.12003], [-1.92712, -2.00266, 1.92522], [-2.50268, -2.69805, 2.91652], [-1.69516, -2.55574, 4.02452], [-0.65158, -1.72346, 3.59318], [-0.80931, -1.39192, 2.32061], [-2.26804, -1.77383, 0.99888], [-3.42565, -3.23767, 2.76926], [-1.83083, -2.99115, 5.00100], [0.19662, -1.36451, 4.15831], [-1.99389, -1.06889, -2.54784], [-2.24820, -0.68977, -1.39655], [-1.43635, -0.73655, -0.40209], [-3.64937, -0.21822, -1.10740], [-3.87344, 0.89232, -0.30142], [-5.17185, 1.32729, -0.06818], [-6.24614, 0.64658, -0.62640], [-6.02241, -0.46586, -1.43250], [-4.72503, -0.88951, -1.68269], [-3.02462, 1.42410, 0.10669], [-5.34559, 2.19718, 0.55556], [-7.25919, 0.98394, -0.43916], [-6.86183, -0.99509, -1.86940], [-4.53234, -1.74157, -2.32424], [5.15187, 1.91384, 7.56615], [4.64630, 1.69528, 6.16356], [5.51922, 1.49025, 5.10725], [5.07805, 1.29080, 3.79803], [6.13920, 1.07410, 2.74529], [3.69493, 1.29724, 3.54158], [2.76875, 1.18798, 1.78944], [2.01556, -0.45827, 1.57728], [2.26024, -1.66822, 2.20990], [1.64902, -2.81764, 1.66323], [1.84484, -4.06672, 2.21555], [2.65311, -4.22004, 3.33994], [3.28061, -3.10391, 3.88188], [3.10706, -1.84922, 3.32226], [4.13325, 1.36939, 0.39644], [4.41916, 2.71102, 0.09876], [3.81618, 3.85636, 0.88298], [5.32117, 2.99871, -0.91959], [5.92395, 1.99722, -1.66558], [6.87984, 2.32716, -2.78256], [5.63493, 0.67561, -1.34174], [4.76402, 0.33601, -0.31393], [4.61350, -1.12301, 0.03054], [2.79692, 1.54082, 4.60235], [1.30159, 1.65581, 4.38324], [3.28425, 1.71444, 5.88885], [6.23943, 1.84563, 7.60779], [4.73483, 1.17324, 8.25294], [4.85916, 2.90108, 7.93248], [6.58829, 1.47896, 5.29929], [7.10545, 0.90112, 3.21870], [6.23065, 1.93983, 2.08853], [5.90863, 0.21768, 2.11736], [1.00041, -2.69066, 0.80604], [1.35780, -4.92852, 1.77357], [2.79210, -5.19611, 3.78703], [3.91310, -3.21078, 4.75579], [3.60341, -0.99730, 3.75664], [2.73971, 3.92269, 0.71278], [4.28170, 4.79879, 0.59713], [3.96290, 3.72109, 1.95944], [5.55949, 4.03721, -1.13191], [7.15579, 3.38193, -2.76155], [6.42300, 2.11441, -3.75361], [7.79061, 1.72997, -2.71214], [6.11823, -0.12398, -1.89588], [5.10720, -1.74095, -0.72210], [3.56292, -1.38690, 0.08646], [5.06581, -1.35170, 1.00255], [0.89355, 0.81676, 3.82072], [1.07602, 2.55730, 3.81087], [0.77770, 1.71161, 5.33602], [2.57962, 1.88302, 6.69858], [-1.90699, 2.38916, -3.57353], [-0.87192, 1.88938, -2.18243], [-1.31590, 2.79865, -1.07735], [0.64017, 2.60059, -2.85156], [1.25935, 2.02228, -3.95449], [2.43748, 2.57063, -4.43398], [2.99317, 3.68204, -3.80632], [2.37704, 4.23606, -2.69250], [1.19304, 3.69202, -2.20406], [-1.81526, 3.47172, -3.66925], [-2.93006, 2.10354, -3.32216], [-1.58187, 1.87499, -4.48014], [0.82277, 1.14742, -4.42650], [2.93230, 2.13003, -5.29023], [3.90938, 4.11738, -4.18945], [2.82030, 5.09226, -2.19633], [0.70051, 4.08590, -1.32164], [1.80470, -4.63898, -1.78500], [2.05367, -3.21634, -1.67872], [1.17526, -2.24892, -1.98110], [0.05077, -2.58967, -2.60111], [1.53905, -0.61754, -1.62688], [2.51277, -5.16220, -1.14653], [1.92286, -5.00688, -2.80719], [0.79860, -4.88501, -1.43737], [2.91752, -2.90542, -1.27217], [-0.17105, -3.55852, -2.76771], [-0.71800, -1.89784, -2.61187]]
}



{
  "formula": "C3H6N2O2",
  "method": "ωB97M-V/def2-TZVPD",
  "mol_weight_g_mol": 102.09,
  "max_force_ha_per_bohr": 0.0777,
  "energy_ev": -10279.3521,
  "lumo_energy_ev": [0.565, 0.565],
  "gap_ev": [8.867, 8.868],
  "species": ["C", "C", "C", "N", "N", "O", "O", "H", "H", "H", "H", "H", "H"],
  "xyz": [[-0.69868, -0.03544, 0.20946], [1.58425, 0.10358, 0.46799], [-1.99129, 0.60502, -0.10065], [0.34554, 0.71750, 0.35684], [0.65513, -1.92679, 0.09391], [-0.63240, -1.33242, 0.03197], [2.49029, 0.49531, -0.41346], [2.02208, -0.45465, 1.34185], [-2.44047, 1.10577, 0.78183], [-2.63676, -0.18490, -0.47062], [-1.88497, 1.53255, -0.72446], [1.05811, -1.94298, -0.80090], [2.12918, 1.31746, -0.77375]]
}